[1]
Entry from OMol25: a 10-piece molecular cluster, C45H129N18O19P7 overall at a distorted geometry (ωB97M-V with the def2-TZVPD basis set).

```
218
Properties=species:S:1:pos:R:3:forces:R:3:mulliken_charge:R:1
O -5.301 -5.296 2.691 -0.8 1.0 1.0 -0.8571
P -5.739 -5.118 4.111 1.9 -0.2 -0.1 0.1792
N -6.079 -3.482 4.569 -2.4 -1.5 1.9 0.5787
C -6.893 -3.055 5.800 0.6 -1.3 -0.8 -1.2920
C -5.620 -2.305 3.900 0.3 0.0 -1.1 -1.5467
N -4.353 -5.536 5.060 -0.8 -0.6 0.5 0.1514
C -3.135 -4.806 4.606 -0.3 0.2 0.9 -1.0032
C -4.483 -5.618 6.587 1.0 0.9 -2.0 -0.5907
N -6.983 -6.191 4.610 1.9 -0.4 0.3 0.3338
C -8.312 -5.900 4.257 -1.7 1.7 -0.3 -0.9255
C -6.732 -7.651 4.526 0.6 -0.2 0.9 -1.1031
H -6.745 -3.670 6.688 0.5 -0.2 -0.1 0.4367
H -7.963 -3.146 5.612 -0.1 0.4 -0.3 0.2943
H -6.616 -2.035 6.065 -0.1 -0.1 -0.1 0.4569
H -5.568 -2.453 2.821 0.5 -0.2 0.0 0.3366
H -4.662 -2.032 4.343 0.2 0.5 -0.4 0.4866
H -6.334 -1.488 3.997 0.0 0.0 0.3 0.5755
H -2.807 -4.893 3.570 -0.6 -0.7 0.0 0.2369
H -3.256 -3.732 4.750 -0.1 0.4 0.2 0.2486
H -2.309 -5.084 5.261 0.0 -0.2 -0.1 0.4665
H -3.980 -4.728 6.966 -0.7 0.6 0.3 -0.0990
H -5.539 -5.701 6.843 0.3 -0.1 0.2 0.3902
H -3.836 -6.370 7.040 -0.4 -0.8 -0.4 0.2978
H -8.504 -5.758 3.194 0.1 -0.6 -0.4 0.3459
H -8.992 -6.641 4.676 0.0 0.0 0.0 0.3708
H -8.590 -4.918 4.640 -0.2 0.0 0.4 0.1619
H -5.682 -7.845 4.742 0.0 -0.1 -0.5 0.3379
H -7.118 -8.206 3.671 0.5 0.8 -1.0 0.3825
H -7.266 -8.228 5.281 -0.2 0.7 0.8 0.3925
O 1.642 8.114 7.157 0.4 0.2 -0.9 -0.8887
P 1.535 7.231 5.979 -1.1 -0.8 -1.9 0.5612
N 0.795 7.890 4.527 -0.2 -0.7 1.4 0.4337
C 0.122 7.033 3.540 -0.5 0.4 1.0 -1.0002
C 1.040 9.249 4.009 0.9 -0.9 1.1 -1.1824
N 0.671 5.773 6.348 2.3 1.3 -2.3 0.6009
C -0.650 5.903 6.685 -3.3 -0.4 0.8 -2.0724
C 1.264 4.687 7.058 2.1 0.5 0.6 -1.0475
N 2.940 6.708 5.261 -2.2 -2.6 -0.1 0.3047
C 4.056 7.486 5.440 1.9 1.4 0.2 -1.0296
C 2.875 5.660 4.227 -1.6 -0.1 1.8 -1.0354
H -0.629 7.680 3.087 -0.4 -0.4 -0.2 0.4158
H -0.327 6.204 4.088 -0.4 0.1 -0.2 0.2783
H 0.691 6.570 2.735 0.6 0.3 0.0 0.1665
H 0.141 9.848 4.155 0.0 0.2 -0.9 0.2994
H 1.495 9.111 3.028 -0.8 0.5 -0.5 0.4287
H 1.850 9.770 4.518 -0.1 -0.1 0.6 0.3305
H -1.280 5.109 6.285 0.0 -0.6 -0.5 0.3420
H -0.731 5.705 7.753 -0.6 0.9 0.5 0.4292
H -1.172 6.787 6.319 0.4 0.4 0.4 0.5925
H 1.284 4.867 8.133 -0.5 0.1 0.4 0.4390
H 0.829 3.698 6.909 -0.1 0.1 -0.5 0.1228
H 2.333 4.723 6.848 0.1 -0.7 -0.4 0.4305
H 4.354 7.380 6.483 0.8 0.5 -0.1 0.2763
H 4.822 7.195 4.721 0.3 -0.1 0.4 0.3983
H 3.808 8.519 5.197 0.4 0.5 0.3 0.2105
H 2.974 5.945 3.180 0.8 0.1 0.2 0.3386
H 1.849 5.300 4.311 -0.1 -0.1 -0.3 0.3356
H 3.388 4.786 4.628 0.9 0.0 -0.9 0.4152
O -6.537 7.899 2.457 0.8 -0.7 3.4 -0.8706
P -6.375 7.488 3.933 -1.7 0.5 -1.8 0.2402
N -6.934 5.892 4.242 -2.6 2.3 0.4 0.8408
C -8.256 5.505 3.631 1.0 0.4 1.0 -1.2123
C -6.016 4.819 4.313 2.5 0.3 -1.6 -1.9055
N -7.172 8.484 5.031 -1.0 -1.7 0.5 0.3598
C -7.397 9.863 4.776 -0.6 0.8 0.3 -1.1078
C -7.958 7.953 6.159 0.4 -0.4 -0.3 -0.8402
N -4.879 7.663 4.601 1.6 -0.8 1.0 0.5484
C -3.944 8.507 3.866 -0.1 -0.5 0.1 -0.8673
C -4.712 7.651 6.106 -0.6 -0.6 -1.1 0.0066
H -9.016 6.283 3.702 0.3 0.2 0.1 0.3592
H -8.564 4.681 4.274 -0.4 -0.2 -0.5 0.4069
H -8.170 5.240 2.577 0.1 -0.2 0.0 0.2974
H -5.383 4.799 5.200 -0.3 -0.1 0.2 0.3264
H -5.362 5.138 3.501 1.1 -1.2 -0.2 0.6359
H -6.371 3.824 4.045 -0.5 0.2 0.3 0.4909
H -8.433 10.034 4.483 -0.2 0.2 -0.5 0.3771
H -7.324 10.355 5.746 0.4 0.5 -0.1 0.3815
H -6.718 10.314 4.052 0.0 -0.2 0.0 0.2576
H -8.756 7.320 5.770 -0.4 0.2 0.4 0.2124
H -7.393 7.344 6.864 0.4 -0.3 -0.3 0.1742
H -8.300 8.748 6.822 -0.4 0.3 -0.5 0.4089
H -2.977 8.445 4.364 0.0 0.2 0.0 0.2159
H -3.831 8.107 2.858 0.0 0.3 0.0 0.3377
H -4.325 9.527 3.837 0.4 0.3 -0.2 0.2726
H -5.049 8.518 6.673 -0.1 0.6 -0.5 0.3157
H -3.674 7.465 6.382 0.0 -0.1 -0.3 -0.0212
H -5.327 6.845 6.507 0.2 -0.2 0.0 -0.4940
O -5.607 0.972 7.974 0.1 0.5 0.5 -1.0045
P -4.209 0.964 8.456 1.9 -0.1 0.2 -0.8745
N -3.132 1.813 7.395 -2.3 -0.4 1.0 1.3215
C -1.734 1.598 7.098 -0.1 -1.2 0.8 -0.9380
C -3.862 2.669 6.416 1.1 0.6 0.9 -1.3765
N -3.688 -0.640 8.513 1.2 -0.8 -1.0 0.7635
C -2.305 -1.135 8.915 -2.4 0.7 -0.1 -1.0842
C -4.722 -1.671 8.676 0.4 0.7 -0.2 -0.1620
N -3.900 1.586 10.024 -0.9 0.4 -3.4 1.4006
C -4.871 1.585 11.075 0.3 -0.1 0.8 -0.5637
C -2.531 1.927 10.306 -0.2 -0.5 1.3 -1.1356
H -1.198 2.511 6.837 -0.4 0.0 -0.7 0.1729
H -1.684 0.733 6.436 0.6 0.5 -1.0 0.1068
H -1.132 1.237 7.932 -0.4 0.2 0.6 0.4463
H -4.920 2.471 6.240 0.3 -0.7 0.1 0.0922
H -3.280 2.654 5.494 -0.2 0.1 -0.2 0.6035
H -3.836 3.660 6.870 0.0 0.5 -0.5 0.0935
H -1.538 -0.784 8.225 0.0 0.2 0.4 -0.0212
H -2.247 -0.810 9.954 1.1 -0.4 0.1 0.3188
H -2.346 -2.223 8.863 0.1 0.1 0.1 0.5736
H -4.322 -2.636 8.361 0.0 0.0 -0.1 -0.1418
H -5.001 -1.742 9.727 -0.4 -0.2 0.0 0.0437
H -5.551 -1.381 8.031 -0.1 -0.3 0.3 0.1946
H -4.834 2.541 11.596 -0.1 -0.1 0.1 -0.5426
H -5.910 1.418 10.792 0.2 -0.1 -0.6 0.2294
H -4.563 0.767 11.727 -0.4 0.0 0.8 0.4910
H -2.454 1.960 11.393 0.2 -0.1 0.3 0.5703
H -2.173 2.908 9.992 -0.1 -0.1 -0.6 -0.3439
H -1.918 1.079 10.002 0.6 0.6 -0.2 0.4119
O -0.624 0.356 -0.255 -2.4 -0.3 2.9 -0.8666
P -1.713 0.155 0.822 0.8 1.7 -1.7 0.3406
N -2.802 1.465 0.886 -0.5 -0.8 -1.3 0.4697
C -2.594 2.752 0.223 0.2 -0.4 0.1 -1.0660
C -3.947 1.546 1.769 -0.5 -0.7 0.1 -1.0581
N -1.094 0.267 2.427 -2.3 -1.7 -2.1 0.3092
C -1.741 -0.242 3.617 -0.4 -0.4 -0.9 -0.3921
C 0.248 0.515 2.652 1.7 1.0 0.1 -1.1947
N -2.758 -1.176 0.576 0.5 -0.4 0.5 0.5368
C -2.258 -2.546 0.742 -0.1 0.0 0.2 -1.1910
C -3.824 -1.210 -0.458 0.8 0.7 0.5 -1.0863
H -3.493 3.014 -0.334 -0.1 0.1 0.0 0.2911
H -1.754 2.768 -0.471 0.0 -0.3 0.2 0.3113
H -2.430 3.498 1.001 0.1 0.4 0.0 0.3275
H -4.437 0.608 2.033 1.1 -0.7 0.5 0.1587
H -4.857 1.921 1.302 0.3 1.1 -0.6 0.4441
H -3.717 2.136 2.656 -0.2 0.1 0.2 0.2642
H -2.244 -1.173 3.357 -0.4 -0.1 0.3 0.0646
H -0.932 -0.487 4.305 -0.4 0.1 0.4 0.5111
H -2.459 0.495 3.980 0.0 -0.2 0.6 -0.1861
H 0.699 0.958 1.764 0.4 -0.4 0.1 0.3427
H 0.278 1.255 3.451 0.5 0.3 0.2 0.3958
H 0.728 -0.387 3.031 0.7 -0.1 -0.2 0.3163
H -1.527 -2.655 1.544 0.2 0.2 -0.1 0.3244
H -3.083 -3.211 0.996 -0.3 0.1 0.2 0.3584
H -1.875 -2.941 -0.199 0.4 0.1 0.0 0.3542
H -4.525 -2.009 -0.218 -0.5 0.5 0.6 0.3203
H -3.510 -1.543 -1.448 0.8 0.4 -0.2 0.3234
H -4.194 -0.187 -0.518 -0.6 -0.3 -0.2 0.3310
C -3.115 -2.446 13.923 1.5 0.2 -1.2 -0.8154
N -3.342 -3.406 12.737 -0.8 0.7 0.8 0.9389
O -3.259 -4.591 12.980 0.0 0.5 -0.6 -0.5412
O -3.622 -2.879 11.657 0.5 -0.8 1.0 -0.4514
H -3.146 -1.453 13.473 -0.7 0.0 0.4 0.2123
H -2.058 -2.564 14.160 0.0 -0.4 0.2 0.3539
H -3.688 -2.633 14.831 -0.3 -0.2 -0.6 0.3092
C -6.358 3.396 14.449 -0.8 0.4 0.5 -0.7544
N -5.060 2.674 14.373 -0.1 1.7 0.8 0.9728
O -4.221 3.334 13.764 0.2 -1.8 0.6 -0.4865
O -4.934 1.634 14.999 0.4 0.4 -1.0 -0.5700
H -7.001 3.010 13.658 0.1 0.3 -0.1 0.2667
H -6.144 4.463 14.392 0.0 -0.3 -0.7 0.2425
H -6.857 3.295 15.413 0.3 -0.8 0.0 0.3460
C 1.028 -3.275 9.843 -2.0 -0.3 -0.8 -0.5326
N 0.833 -4.447 10.790 0.6 0.0 -0.4 0.9285
O 1.425 -4.265 11.838 -0.3 -0.7 0.1 -0.5281
O 0.127 -5.409 10.506 0.9 1.2 0.1 -0.5281
H 0.125 -3.251 9.233 -0.6 0.3 0.5 0.0565
H 1.703 -3.367 8.992 1.1 -0.5 1.0 0.3081
H 1.099 -2.416 10.511 0.4 -0.1 -0.6 0.3142
C -1.375 5.530 10.857 -2.5 1.3 -1.7 -1.3792
C -2.957 5.294 11.019 2.0 -0.7 1.0 -0.3167
O -3.650 5.148 9.721 -1.2 0.9 1.5 0.7838
P -5.288 5.300 9.971 1.8 -1.9 1.2 -0.9631
O -5.660 4.883 11.371 0.0 1.5 -2.0 -0.6484
O -5.681 6.741 9.388 0.4 -1.4 0.7 0.2644
C -5.885 7.735 10.359 -0.1 3.0 1.0 -0.5499
C -4.690 8.775 10.433 -0.5 -0.9 0.4 -0.8927
O -5.818 4.352 8.855 0.1 -0.7 0.4 0.8521
C -7.216 4.084 8.691 -0.8 0.9 -3.0 -0.8018
C -7.338 4.215 7.118 0.2 -0.6 0.6 -0.2089
H -1.261 6.562 10.524 0.0 0.3 -0.1 0.4029
H -0.704 5.490 11.715 -0.5 -0.9 0.0 0.3953
H -1.140 4.986 9.943 0.7 -0.5 0.5 0.0762
H -3.070 4.374 11.591 -0.3 -0.2 -0.3 -0.0058
H -3.408 6.037 11.676 -0.1 0.3 -0.4 0.7031
H -6.843 8.185 10.099 0.2 0.5 -0.3 0.4222
H -6.096 7.377 11.366 0.5 -0.7 -0.1 0.3625
H -3.783 8.193 10.595 0.3 -0.1 -0.8 0.1120
H -4.624 9.486 9.609 0.1 -0.5 -0.3 0.2910
H -4.632 9.395 11.327 -0.9 0.0 0.2 0.4021
H -7.620 3.150 9.081 1.0 -0.3 0.0 0.2308
H -7.858 4.855 9.116 0.3 0.3 0.3 0.5265
H -8.345 4.144 6.708 -0.1 0.3 0.3 0.4551
H -6.822 5.117 6.790 -0.6 0.4 0.3 -0.3516
H -6.755 3.479 6.564 -0.1 -0.6 0.6 0.0110
C -12.430 -0.599 12.097 0.5 -0.9 0.1 -0.8058
C -12.165 -1.803 13.043 -1.4 0.6 -0.4 -0.2910
O -10.837 -1.656 13.399 3.6 -0.8 1.6 -0.3397
P -9.671 -2.724 12.980 -1.9 -0.2 -2.6 0.7515
O -10.235 -4.009 12.501 0.7 0.8 1.1 -0.8055
O -8.587 -2.789 14.161 -2.2 -0.3 -2.0 -0.3235
C -7.923 -1.576 14.384 2.5 0.9 1.2 -0.5842
C -6.467 -1.685 13.744 -1.5 0.7 -0.1 -0.2311
O -9.025 -1.890 11.716 0.4 -0.2 0.1 0.0756
C -9.226 -2.339 10.330 0.5 0.0 -1.2 -0.1926
C -8.304 -1.697 9.257 1.8 0.4 1.4 -0.8510
H -12.156 0.387 12.473 -0.4 -0.2 0.9 0.2819
H -11.613 -0.712 11.384 -0.6 -0.2 -0.9 0.0298
H -13.441 -0.570 11.692 0.2 -0.1 -0.3 0.3609
H -12.776 -1.821 13.946 0.0 0.4 0.1 0.2867
H -12.284 -2.802 12.624 -0.3 0.2 -0.7 0.3554
H -8.539 -0.695 14.205 0.2 0.0 -1.1 0.3209
H -7.886 -1.494 15.470 0.7 -0.2 0.2 0.4214
H -6.524 -1.766 12.659 -0.4 -0.2 -0.1 0.0031
H -5.870 -0.784 13.887 0.0 -0.1 0.6 0.1367
H -5.964 -2.586 14.095 -0.1 0.2 0.3 0.2089
H -9.024 -3.409 10.287 -0.5 0.0 0.2 0.3223
H -10.214 -2.093 9.941 -0.5 -0.3 0.9 0.2641
H -8.298 -0.612 9.152 -0.7 0.1 0.1 0.3230
H -7.260 -1.862 9.522 0.1 -0.2 0.4 -0.0425
H -8.302 -2.120 8.252 -1.0 -0.3 0.1 0.3255
```
Forces are in eV/Å.

Summary:
2S+1 = 1
structure (SMILES) = CN(C)P(=O)(N(C)C)N(C)C.CN(C)P(=O)(N(C)C)N(C)C.CN(C)P(=O)(N(C)C)N(C)C.CN(C)P(=O)(N(C)C)N(C)C.CN(C)P(=O)(N(C)C)N(C)C.CCOP(=O)(OCC)OCC.CCOP(=O)(OCC)OCC.C[N+](=O)[O-].C[N+](=O)[O-].C[N+](=O)[O-]
F_max = 4.1 eV Å⁻¹
energy relative to the best compared isomer or geometry (same formula, charge and spin) = 0.00 kJ/mol
HOMO-LUMO gap = 7.94 eV
HOMO = -8.15 eV
molecular weight = 1443.45 g/mol


[2]
Entry from OMol25: C45H32Cl5OP2Zn as an isolated structure (ωB97M-V with the def2-TZVPD basis set).

```
86
Properties=species:S:1:pos:R:3:forces:R:3:mulliken_charge:R:1
Zn -0.765 0.849 -0.570 0.3 0.0 0.0 0.3858
C 3.151 -3.229 2.692 0.0 0.0 0.0 -1.7091
C 1.643 -3.406 2.412 0.0 0.1 0.0 1.8854
C 1.164 -4.724 3.026 0.0 0.0 0.0 -2.0682
C 0.919 -2.212 3.028 0.0 -0.1 0.0 0.8332
C 0.674 -2.119 4.394 0.0 0.0 0.0 -0.3308
C 0.154 -0.970 4.972 0.0 0.0 0.0 -1.4831
C -0.158 0.118 4.176 0.0 0.0 0.0 0.3204
C 0.027 0.048 2.799 -0.1 0.1 0.0 0.0788
P -0.416 1.443 1.727 -0.2 -0.1 0.0 0.1229
C 0.755 2.765 2.100 0.1 0.0 -0.2 0.5129
C 1.889 2.891 1.299 0.0 0.0 0.0 -0.2989
C 2.824 3.878 1.570 0.0 0.0 0.0 -0.7246
C 2.622 4.745 2.634 0.0 0.0 0.0 -0.5652
C 1.489 4.627 3.430 0.0 0.0 0.0 -0.7615
C 0.553 3.640 3.165 0.0 0.0 0.0 -0.2763
C -2.044 2.054 2.255 0.0 0.0 -0.1 0.6068
C -2.942 1.324 3.027 0.1 0.0 0.0 -0.5538
C -4.230 1.802 3.234 0.0 0.0 0.0 -0.7356
C -4.633 2.997 2.660 0.0 0.0 0.0 -0.5831
C -3.743 3.729 1.881 0.0 0.0 0.0 -0.7296
C -2.459 3.256 1.673 0.0 0.0 0.1 -0.6113
C 0.583 -1.109 2.257 0.0 0.0 0.0 -0.9949
O 0.816 -1.073 0.907 0.0 0.1 0.0 -0.0417
C 1.119 -2.229 0.233 0.0 0.1 0.1 0.0347
C 1.100 -2.128 -1.155 -0.1 0.0 -0.1 -0.7877
C 1.403 -3.254 -1.914 0.0 0.0 0.0 -0.0251
C 1.707 -4.447 -1.283 0.0 0.0 0.0 -1.4873
C 1.733 -4.507 0.104 0.1 0.0 0.0 -0.2809
C 1.456 -3.399 0.898 0.0 0.0 0.1 0.9295
P 0.680 -0.553 -1.947 -0.2 0.0 -0.1 1.6006
C 2.248 0.136 -2.526 0.1 0.1 0.2 0.6222
C 2.243 1.316 -3.275 0.1 0.0 0.1 -0.4905
C 3.441 1.896 -3.662 0.0 0.0 0.0 -0.7687
C 4.648 1.319 -3.285 0.0 0.0 0.0 -0.6575
C 4.657 0.166 -2.516 0.0 0.0 0.0 -0.7255
C 3.460 -0.425 -2.132 0.0 -0.1 -0.1 -0.5893
C -0.322 -1.023 -3.394 0.1 0.0 0.0 0.1586
C 0.011 -0.714 -4.708 0.0 0.0 0.0 -0.5766
C -0.870 -1.020 -5.738 0.0 0.0 0.0 -0.6695
C -2.083 -1.631 -5.464 0.0 0.0 0.0 -0.7123
C -2.411 -1.965 -4.154 0.0 0.0 0.0 -0.6293
C -1.533 -1.663 -3.127 0.0 0.0 0.0 -0.4261
H 3.337 -3.216 3.768 0.0 0.0 0.0 0.4382
H 3.521 -2.292 2.270 0.0 0.0 0.0 0.3866
H 3.716 -4.052 2.251 0.0 0.0 0.0 0.4096
H 1.341 -4.740 4.101 0.0 0.0 0.0 0.4812
H 1.718 -5.567 2.616 0.0 0.0 0.0 0.4681
H 0.100 -4.885 2.845 0.0 0.0 0.0 0.4271
H 0.925 -2.953 5.036 0.0 0.0 0.0 0.3439
H -0.001 -0.926 6.042 0.0 0.0 0.0 0.4272
H -0.553 1.023 4.620 0.0 0.0 0.0 0.5532
H 2.043 2.214 0.464 0.0 0.0 0.0 0.3594
H 3.704 3.976 0.947 0.0 0.0 0.0 0.4719
H 3.347 5.522 2.843 0.0 0.0 0.0 0.3991
H 1.332 5.309 4.255 0.0 0.0 0.0 0.4267
H -0.337 3.559 3.777 0.0 0.0 0.0 0.3560
H -2.649 0.380 3.465 0.0 0.0 0.0 0.4738
H -4.924 1.229 3.836 0.0 0.0 0.0 0.4467
H -5.642 3.358 2.813 0.0 0.0 0.0 0.4165
H -4.053 4.664 1.433 0.0 0.0 0.0 0.4439
H -1.769 3.828 1.060 0.0 0.0 0.0 0.4650
H 1.386 -3.189 -2.995 0.0 0.0 0.0 0.5848
H 1.934 -5.330 -1.866 0.0 0.0 0.0 0.4510
H 2.001 -5.443 0.577 0.0 0.0 0.0 0.3378
H 1.306 1.785 -3.548 0.0 0.0 0.0 0.4200
H 3.432 2.803 -4.253 0.0 0.0 0.0 0.4597
H 5.583 1.771 -3.591 0.0 0.0 0.0 0.4145
H 5.596 -0.279 -2.214 0.0 0.0 0.0 0.4455
H 3.473 -1.332 -1.541 0.0 0.0 0.0 0.3566
H 0.956 -0.243 -4.941 0.0 0.0 0.0 0.4733
H -0.603 -0.778 -6.759 0.0 0.0 0.0 0.4544
H -2.771 -1.855 -6.269 0.0 0.0 0.0 0.4230
H -3.352 -2.454 -3.933 0.0 0.0 0.0 0.4719
H -1.788 -1.937 -2.108 -0.1 0.0 0.0 0.4404
Cl -1.305 3.005 -3.179 0.0 -0.1 0.0 -0.2295
C -2.631 1.987 -2.677 0.0 0.1 0.0 1.4518
C -2.445 1.195 -1.564 -0.1 -0.3 0.3 -1.7230
C -3.505 0.386 -1.188 0.0 0.1 -0.1 1.0444
Cl -3.255 -0.688 0.179 0.1 0.1 -0.1 -0.0983
C -4.715 0.352 -1.869 0.0 -0.1 0.1 -0.2786
Cl -5.990 -0.680 -1.358 0.0 0.0 0.0 -0.1882
C -4.867 1.166 -2.992 0.0 0.0 0.0 0.5729
Cl -6.341 1.146 -3.870 0.0 0.0 0.0 -0.1712
C -3.819 1.991 -3.403 0.0 0.1 0.0 0.0754
Cl -3.996 2.992 -4.785 0.0 0.0 0.0 -0.1806
```
Forces are in eV/Å.

Summary:
2S+1 = 1
F_max = 0.4 eV Å⁻¹
HOMO-LUMO gap = 8.66 eV
HOMO = -11.13 eV
molecular weight = 893.35 g/mol
charge = +1


Number 1 is which compound?
C45H129N18O19P7